C63H146N8O11 | ωB97M-V with the def2-TZVPD basis set

```
228
C63H146N8O11 | the Open Molecules 2025 dataset | ωB97M-V with the def2-TZVPD basis set
C 5.50 3.13 -1.19
C 6.67 3.14 -2.19
C 6.44 4.10 -3.41
O 5.21 3.77 -4.13
C 5.24 2.67 -4.92
N 7.97 3.39 -1.49
H 4.49 2.97 -1.58
H 5.42 4.10 -0.69
H 5.78 2.46 -0.38
H 6.75 2.16 -2.65
H 7.28 4.05 -4.11
H 6.42 5.14 -3.07
H 4.20 2.54 -5.22
H 5.59 1.76 -4.43
H 5.78 2.76 -5.86
H 8.23 2.48 -1.13
H 8.68 3.39 -2.20
C 0.73 1.59 4.77
C 0.72 0.20 5.39
C 0.49 -0.92 4.32
O -0.68 -0.59 3.53
C -1.26 -1.62 2.79
N 2.00 0.01 6.12
H 1.47 1.79 3.99
H 0.85 2.39 5.50
H -0.19 1.72 4.20
H -0.08 0.16 6.13
H 0.44 -1.81 4.95
H 1.31 -1.16 3.65
H -0.53 -2.36 2.45
H -1.77 -1.22 1.92
H -2.04 -2.16 3.33
H 2.18 -0.97 6.33
H 2.79 0.31 5.56
C -3.68 0.99 2.12
C -3.29 1.66 3.49
C -2.53 2.98 3.41
O -2.11 3.44 4.71
C -1.59 4.78 4.60
N -4.48 1.87 4.18
H -2.82 0.60 1.58
H -4.08 1.82 1.54
H -4.49 0.27 2.16
H -2.69 0.94 4.05
H -3.21 3.69 2.95
H -1.74 2.90 2.65
H -1.07 5.06 5.52
H -2.33 5.56 4.37
H -0.79 4.84 3.87
H -5.10 2.41 3.59
H -4.26 2.42 5.00
C 4.91 -1.56 1.35
C 3.80 -0.97 0.43
C 4.43 -0.66 -0.94
C 4.74 -1.86 -1.94
C 3.46 -2.66 -2.04
C 2.90 -3.16 -0.70
N 2.75 -2.03 0.24
O 2.04 -2.18 1.38
C 1.48 -3.71 -0.97
C 3.78 -4.23 -0.10
C 3.35 0.35 1.02
H 5.28 -0.78 2.03
H 5.72 -2.11 0.87
H 4.47 -2.20 2.11
H 3.77 0.03 -1.46
H 5.36 -0.12 -0.75
H 5.66 -2.39 -1.66
H 4.87 -1.36 -2.90
H 3.60 -3.43 -2.80
H 2.72 -2.01 -2.50
H 1.44 -4.65 -1.52
H 0.97 -4.00 -0.06
H 0.89 -3.04 -1.59
H 3.42 -4.50 0.89
H 3.75 -5.12 -0.74
H 4.81 -3.93 0.10
H 2.74 0.27 1.92
H 2.87 0.98 0.27
H 4.22 0.90 1.37
H 2.68 -2.56 1.99
C 1.10 5.33 -1.20
C 0.45 5.19 0.17
C 0.89 3.92 0.89
C 2.30 3.99 1.56
C 2.30 5.20 2.53
C 1.86 6.54 1.87
N 0.60 6.39 1.09
O 0.26 7.63 0.47
C 1.51 7.52 3.08
C 3.06 7.10 0.94
C -1.11 5.16 -0.14
H 0.81 4.52 -1.87
H 2.19 5.38 -1.19
H 0.74 6.25 -1.66
H 0.07 3.51 1.49
H 0.92 3.16 0.11
H 3.18 4.08 0.93
H 2.45 3.09 2.15
H 3.30 5.36 2.91
H 1.62 4.98 3.36
H 1.51 8.57 2.77
H 0.56 7.33 3.57
H 2.24 7.30 3.85
H 3.90 7.47 1.53
H 3.58 6.37 0.32
H 2.79 8.01 0.40
H -1.50 6.10 -0.52
H -1.67 4.95 0.77
H -1.38 4.40 -0.87
H -0.63 7.80 0.81
C 0.04 -4.58 6.18
C 1.40 -5.26 6.48
C 1.10 -6.84 6.66
C 0.96 -7.49 5.33
C 2.24 -7.28 4.43
C 2.54 -5.79 4.14
N 2.40 -4.97 5.38
O 2.67 -3.60 5.18
C 3.99 -5.66 3.66
C 1.68 -5.32 2.98
C 2.07 -4.81 7.84
H -0.26 -4.37 5.15
H 0.13 -3.58 6.60
H -0.85 -4.99 6.65
H 1.81 -7.36 7.30
H 0.12 -6.85 7.14
H 0.11 -7.07 4.79
H 0.72 -8.54 5.48
H 2.04 -7.72 3.45
H 3.12 -7.73 4.90
H 4.66 -5.82 4.50
H 4.19 -6.43 2.91
H 4.14 -4.65 3.29
H 0.63 -5.49 3.25
H 1.79 -4.24 2.88
H 1.87 -5.82 2.03
H 2.42 -3.78 7.72
H 2.93 -5.45 8.00
H 1.42 -4.86 8.72
H 3.47 -3.42 5.69
C -4.05 -3.75 0.77
C -5.05 -3.45 -0.40
C -4.95 -1.92 -0.71
C -3.66 -1.58 -1.44
C -3.49 -2.38 -2.73
C -3.63 -4.01 -2.48
N -4.83 -4.23 -1.65
O -5.29 -5.55 -1.51
C -3.78 -4.70 -3.90
C -2.25 -4.50 -1.84
C -6.55 -3.59 0.10
H -3.04 -3.45 0.52
H -3.94 -4.78 1.10
H -4.44 -3.38 1.72
H -5.79 -1.59 -1.32
H -4.89 -1.20 0.11
H -2.79 -1.75 -0.80
H -3.72 -0.52 -1.70
H -2.49 -2.24 -3.13
H -4.10 -1.95 -3.52
H -2.89 -4.53 -4.50
H -3.92 -5.78 -3.85
H -4.63 -4.31 -4.46
H -1.45 -4.45 -2.57
H -1.88 -4.09 -0.90
H -2.39 -5.57 -1.69
H -6.85 -4.63 0.28
H -7.17 -3.18 -0.69
H -6.83 -2.97 0.95
H -4.72 -5.91 -0.82
C -6.63 3.54 -5.97
C -5.89 2.77 -4.85
C -5.09 1.66 -5.58
C -3.89 1.06 -4.78
C -3.00 2.22 -4.40
C -3.73 3.40 -3.67
N -5.03 3.78 -4.24
O -5.70 4.77 -3.47
C -3.80 3.08 -2.15
C -2.92 4.68 -4.02
C -6.89 2.06 -3.88
H -7.39 4.19 -5.53
H -7.12 2.89 -6.70
H -5.92 4.15 -6.53
H -5.72 0.88 -6.00
H -4.70 2.16 -6.47
H -3.28 0.33 -5.32
H -4.26 0.49 -3.92
H -2.48 2.62 -5.27
H -2.21 1.80 -3.76
H -4.33 2.13 -2.06
H -2.81 3.05 -1.71
H -4.46 3.77 -1.62
H -1.92 4.62 -3.60
H -2.86 4.81 -5.10
H -3.30 5.61 -3.58
H -7.50 2.82 -3.39
H -6.31 1.54 -3.12
H -7.66 1.49 -4.39
H -6.03 5.26 -4.23
C -0.91 -3.72 -6.76
C -0.31 -3.10 -5.54
O -0.86 -1.81 -5.30
H -0.59 -4.74 -6.95
H -0.71 -3.12 -7.65
H -2.00 -3.73 -6.67
H 0.77 -3.23 -5.64
H -0.47 -3.83 -4.75
H -0.24 -1.23 -4.86
C 1.18 1.55 -4.73
C 2.03 0.45 -4.14
O 1.27 -0.73 -3.87
H 1.80 2.37 -5.09
H 0.51 1.99 -3.98
H 0.70 1.17 -5.63
H 2.39 0.66 -3.13
H 2.88 0.11 -4.72
H 0.89 -0.60 -3.00
C -0.83 1.18 -0.88
C -0.04 0.08 -0.21
O 0.69 -0.46 -1.20
H -1.40 0.84 -1.74
H -0.21 1.99 -1.27
H -1.56 1.65 -0.21
H -0.68 -0.72 0.17
H 0.52 0.55 0.60
H 1.35 -0.98 -0.73
```

As for the total charge: 0. The orbital gap is 8.22 eV. The structure (SMILES) is CC1(C)CCCC(C)(C)N1O.CC1(C)CCCC(C)(C)N1O.CC1(C)CCCC(C)(C)N1O.CC1(C)CCCC(C)(C)N1O.CC1(C)CCCC(C)(C)N1O.COC[C@H](C)N.COC[C@H](C)N.COC[C@H](C)N.CCO.CCO.CCO. Its spin multiplicity is 1. Its HOMO energy is -7.946 eV. For the LUMO energy, the calculation gives 0.28 eV. The calculation puts the energy above the lowest of the compared OMol25 structures with the same formula, charge and spin at 203.9 kJ/mol.

Mulliken population analysis, charges in e, atoms 1 to 8: -1.286, 0.579, -0.904, -0.290, -0.392, -0.820, 0.248, 0.410